The following is a DFT calculation (the ωB97M-V functional and the def2-TZVPD basis) of C13H44AgF2N11O13S2 as an isolated structure at a distorted geometry.

Positions of all 86 atoms, in Å:
1 Ag 1.246 -1.666 0.990
2 N -0.031 -0.506 -0.282
3 S -0.556 -0.742 -1.746
4 O -0.101 0.128 -2.771
5 O -1.867 -1.308 -1.743
6 F 0.346 -2.041 -2.014
7 S -0.532 1.022 -0.126
8 O -1.944 1.230 -0.018
9 O 0.238 2.029 -0.784
10 F -0.033 1.289 1.358
11 C 3.135 -0.439 -4.279
12 C 4.530 -0.033 -4.687
13 O 5.183 0.485 -3.510
14 H 2.589 -0.812 -5.158
15 H 2.499 0.417 -4.044
16 H 3.157 -1.138 -3.448
17 H 4.552 0.738 -5.462
18 H 5.107 -0.876 -5.067
19 H 4.816 1.373 -3.382
20 C -6.409 0.567 1.050
21 C -4.947 0.697 0.707
22 O -4.700 1.669 -0.237
23 H -6.988 0.580 0.125
24 H -6.771 1.444 1.587
25 H -6.478 -0.357 1.619
26 H -4.442 -0.256 0.434
27 H -4.313 1.062 1.572
28 H -3.736 1.613 -0.427
29 C -1.543 -3.026 -5.099
30 C -0.125 -2.496 -5.078
31 O 0.567 -2.912 -6.261
32 H -1.454 -4.111 -5.135
33 H -2.132 -2.646 -5.932
34 H -2.067 -2.685 -4.202
35 H 0.500 -2.838 -4.253
36 H -0.118 -1.401 -5.021
37 H 1.453 -3.199 -6.036
38 C -3.933 -3.028 -0.172
39 C -4.698 -4.323 0.136
40 O -5.345 -4.315 1.379
41 H -3.204 -2.806 0.602
42 H -4.744 -2.287 -0.067
43 H -3.601 -3.036 -1.204
44 H -3.925 -5.107 0.157
45 H -5.339 -4.608 -0.697
46 H -4.803 -4.585 2.120
47 C 3.706 0.675 0.342
48 O 2.774 0.119 0.952
49 N 3.550 1.878 -0.237
50 N 4.953 0.149 0.300
51 H 4.210 2.199 -0.923
52 H 2.624 2.258 -0.152
53 H 5.683 0.634 -0.189
54 H 5.165 -0.686 0.811
55 C 1.120 -1.047 4.194
56 O 0.727 -0.846 3.046
57 N 2.422 -0.964 4.611
58 N 0.314 -1.521 5.160
59 H 3.132 -0.773 3.930
60 H 2.572 -0.775 5.587
61 H -0.658 -1.703 4.953
62 H 0.748 -2.020 5.917
63 C -2.853 0.002 4.045
64 O -2.357 -1.079 3.774
65 N -3.848 0.232 4.949
66 N -2.258 1.157 3.563
67 H -4.176 1.171 5.064
68 H -4.078 -0.521 5.571
69 H -1.463 0.888 3.003
70 H -2.485 2.108 3.780
71 C 2.022 2.457 4.868
72 O 1.094 2.980 5.469
73 N 1.959 2.117 3.553
74 N 3.249 2.315 5.462
75 H 2.610 1.467 3.152
76 H 1.086 2.292 3.094
77 H 3.237 2.462 6.455
78 H 3.969 1.761 5.035
79 C 3.027 3.745 -3.114
80 O 3.663 2.709 -2.976
81 N 3.436 4.832 -3.836
82 N 1.919 4.001 -2.364
83 H 2.884 5.668 -3.854
84 H 4.340 4.798 -4.269
85 H 1.454 4.888 -2.316
86 H 1.484 3.215 -1.902

Values from the calculation:
gap between HOMO and LUMO (spin up / spin down) = 8.30 / 2.75 eV
molar mass = 772.557 g/mol
HOMO level (spin up / spin down) = -11.14 / -11.14 eV
total energy = -88302.037 eV
spin multiplicity = 2
net charge = +1
LUMO energy (spin up / spin down) = -2.838 / -8.394 eV